Record 1
This record from the OMol25 dataset describes C5H9O3Pt as an isolated structure at a distorted geometry. The level of theory is the ωB97M-V functional and the def2-TZVPD basis.

Output
expectation value of S²: 2.01
total charge: +1
ΔE to the lowest compared entry with this formula, charge and spin: 1.148 eV
2S+1: 3
LUMO (spin up / spin down): -3.89 / -5.21 eV
electronic energy: -14704.4313 eV
HOMO energy (spin up / spin down): -0.452 / -0.465 hartree

Positions of all 18 atoms, in Å:
1 O 2.6237 0.2456 0.0609
2 C 2.2940 1.5069 -0.0965
3 C 1.0030 1.9241 0.0355
4 O 0.2273 0.9704 0.7451
5 C -0.9777 1.3512 1.2944
6 C -2.0332 0.5482 1.2447
7 Pt 0.9773 -0.6916 0.3286
8 H 3.0883 2.2639 -0.0810
9 H -0.6843 -0.7001 -1.3753
10 H -1.0286 2.4302 1.4537
11 H -2.0631 -0.2850 0.5407
12 H -2.9433 0.8453 1.7631
13 O -0.1515 -1.3822 -0.7859
14 C -0.2378 -2.7436 -1.2173
15 H -0.3184 -2.7365 -2.3097
16 H 0.6725 -3.2829 -0.9310
17 H -1.1210 -3.2218 -0.7752
18 H 0.6727 2.9577 0.1051

Record 2
This record from the OMol25 dataset describes one molecule with the formula C5H9O4 at a distorted geometry. The level of theory is the ωB97M-V functional and the def2-TZVPD basis.

Output
expectation value of S²: 3.76
total charge: 0
ΔE to the lowest compared entry with this formula, charge and spin: 1.420 eV
2S+1: 4
LUMO (spin up / spin down): 0.65 / -1.29 eV
electronic energy: -13511.9254 eV
HOMO energy (spin up / spin down): -0.186 / -0.345 hartree

Positions of all 18 atoms, in Å:
1 O -0.6161 -0.2773 0.2113
2 O 0.4210 0.3641 0.7149
3 C -1.2288 3.1792 0.2949
4 C -0.6307 2.1123 -0.5417
5 C 0.4864 2.4072 -1.2632
6 O 1.1407 1.4019 -1.8327
7 C -1.2535 0.7605 -0.7113
8 C -2.7013 0.6500 -0.3433
9 O -3.1033 -0.6997 -0.5186
10 H -2.2411 2.9738 0.6880
11 H -0.6169 3.4393 1.2009
12 H -1.2933 4.0939 -0.3376
13 H 0.9677 3.3890 -1.3148
14 H 1.9184 1.6997 -2.3612
15 H -1.0035 0.3149 -1.6572
16 H -2.8201 0.9733 0.7143
17 H -3.2356 1.3518 -1.0393
18 H -4.1019 -0.6808 -0.5582

Record 3
This record from the OMol25 dataset describes an isolated ion of composition C5H9O4P and charge -2 at a distorted geometry. The level of theory is the ωB97M-V functional and the def2-TZVPD basis.

Output
total charge: -2
ΔE to the lowest compared entry with this formula, charge and spin: 3.049 eV
SMILES string: CC(C)([C@H]1CO1)P(=O)([O-])[O-]
2S+1: 1
LUMO: 6.24 eV
electronic energy: -22808.6810 eV
HOMO energy: 0.031 hartree

Positions of all 19 atoms, in Å:
1 C -0.6127 -0.7975 -1.3230
2 C -0.0298 -0.3697 -0.0186
3 C 0.0274 -1.5172 1.0406
4 C -0.7929 0.7070 0.6092
5 C -0.8921 2.0446 -0.0043
6 O -1.9849 1.1367 0.0219
7 P 1.8239 0.1361 -0.1764
8 O 1.9477 1.0421 -1.3509
9 O 2.1236 0.8172 1.1119
10 O 2.5529 -1.1916 -0.4027
11 H 0.1781 -1.3140 -1.7690
12 H -0.9415 -0.0840 -1.9637
13 H -1.4590 -1.4265 -1.1797
14 H 0.4663 -2.3779 0.4667
15 H 0.7662 -1.2789 1.7289
16 H -0.8336 -1.8700 1.7109
17 H -0.8334 0.8951 1.7540
18 H -1.1892 3.0427 0.6023
19 H -0.3172 2.4059 -0.8581

Record 4
This record from the OMol25 dataset describes one molecule with the formula C5H9OP at a distorted geometry. The level of theory is the ωB97M-V functional and the def2-TZVPD basis.

Output
total charge: 0
ΔE to the lowest compared entry with this formula, charge and spin: 2.136 eV
2S+1: 1
LUMO (spin up / spin down): 0.30 / 0.30 eV
electronic energy: -16664.7536 eV
HOMO energy (spin up / spin down): -0.292 / -0.292 hartree

Positions of all 16 atoms, in Å:
1 C 0.1418 -1.4351 0.5764
2 C 0.4304 0.1115 0.5912
3 C -1.3898 -1.5307 0.3285
4 C -0.0706 0.6773 -0.7028
5 C 0.4458 1.8567 -1.3822
6 O -2.8265 -0.5229 -1.9697
7 P -1.6279 -0.2454 -1.0381
8 H 0.5837 -1.9891 -0.3505
9 H 0.5002 -1.7727 1.4848
10 H -0.0976 0.3718 1.5775
11 H 1.5387 0.3713 0.6812
12 H -1.7972 -2.5014 -0.0686
13 H -1.9354 -1.3496 1.2714
14 H 0.0554 2.0878 -2.4216
15 H 1.6765 1.9399 -1.5497
16 H 0.2517 2.7100 -0.5936

Record 5
This record from the OMol25 dataset describes one molecule with the formula C5H9P at a distorted geometry. The level of theory is the ωB97M-V functional and the def2-TZVPD basis.

Output
total charge: 0
ΔE to the lowest compared entry with this formula, charge and spin: 2.977 eV
2S+1: 1
LUMO: 0.79 eV
electronic energy: -14615.3422 eV
HOMO energy: -0.277 hartree

Positions of all 15 atoms, in Å:
1 C 0.2080 1.0111 -0.7664
2 C 0.8196 0.0055 -0.1988
3 C -1.3216 1.2134 -0.6955
4 C -0.9328 -1.3981 0.5035
5 C 2.1177 -0.5567 0.1946
6 P -2.1474 -0.1335 0.4595
7 H 0.7159 1.8692 -1.1801
8 H -1.8113 2.1991 -0.3861
9 H -1.5934 1.1156 -1.6867
10 H -0.7716 -1.9015 -0.4452
11 H -0.4964 -1.8607 1.4356
12 H 1.8828 -0.7359 1.2283
13 H 2.8527 0.1994 0.2002
14 H 2.4640 -1.4596 -0.3082
15 H -1.9861 0.4328 1.6452

Record 6
This record from the OMol25 dataset describes one molecule with the formula C5H9P at a distorted geometry. The level of theory is the ωB97M-V functional and the def2-TZVPD basis.

Output
total charge: 0
ΔE to the lowest compared entry with this formula, charge and spin: 4.087 eV
SMILES string: C=P#CC(C)C
2S+1: 1
LUMO (spin up / spin down): 0.13 / 0.06 eV
electronic energy: -14614.2324 eV
HOMO energy (spin up / spin down): -0.301 / -0.281 hartree

Positions of all 15 atoms, in Å:
1 C 0.3876 -1.0288 -3.0049
2 P 1.9786 -1.0853 -1.9541
3 C 1.1285 -0.3158 -0.7776
4 C 0.3186 0.2526 0.2469
5 C -1.0478 -0.4358 0.1596
6 C 0.9515 0.1659 1.6483
7 H -0.4436 -1.5334 -2.2893
8 H 0.0833 -0.1133 -3.5749
9 H 0.2665 1.3035 -0.0712
10 H -0.9391 -1.4652 0.2795
11 H -1.5238 -0.1393 -0.8673
12 H -1.6978 0.0705 1.0513
13 H 0.5590 0.8847 2.3070
14 H 2.0975 0.2702 1.7123
15 H 0.7393 -0.7953 2.0769

Record 7
This record from the OMol25 dataset describes one molecule with the formula C5H9P at a distorted geometry. The level of theory is the ωB97M-V functional and the def2-TZVPD basis.

Output
expectation value of S²: 2.01
total charge: 0
ΔE to the lowest compared entry with this formula, charge and spin: 3.506 eV
2S+1: 3
LUMO (spin up / spin down): 1.24 / -1.58 eV
electronic energy: -14611.2210 eV
HOMO energy (spin up / spin down): -0.147 / -0.363 hartree

Positions of all 15 atoms, in Å:
1 C -2.1358 0.1286 0.1613
2 C 0.7591 -1.6661 0.8958
3 C 0.5899 -1.0104 -0.5233
4 C 1.1470 -0.2443 0.7248
5 C 0.1768 1.8525 -1.0307
6 P -0.4594 0.3161 -0.0089
7 H -2.6328 0.9270 0.6668
8 H -2.3732 -0.7990 0.7408
9 H -0.1620 -1.8887 1.4965
10 H 1.5149 -2.5069 0.9183
11 H 0.9158 -1.5688 -1.3788
12 H 2.2198 0.0570 1.0178
13 H 0.7106 1.5231 -1.8297
14 H -0.8041 2.2096 -1.5434
15 H 0.5333 2.6704 -0.3074

Record 8
This record from the OMol25 dataset describes C5HCrO3 as an isolated structure at a distorted geometry. The level of theory is the ωB97M-V functional and the def2-TZVPD basis.

Output
expectation value of S²: 6.12
total charge: -1
2S+1: 5
LUMO (spin up / spin down): 2.25 / 2.22 eV
electronic energy: -39758.7976 eV
HOMO energy (spin up / spin down): -0.072 / -0.142 hartree

Positions of all 10 atoms, in Å:
1 O 0.0182 -0.8124 -1.2551
2 O -2.1260 -2.6616 0.6918
3 C 0.4518 0.3227 -0.9856
4 O 1.9029 2.4395 -1.5219
5 C 1.2295 1.4780 -0.9580
6 C 0.5545 1.1249 0.1763
7 C -0.0122 0.8178 1.4138
8 C -0.7028 0.1272 2.1956
9 H 1.9687 2.3120 -2.4794
10 Cr -0.7286 -1.5627 0.5488

Record 9
This record from the OMol25 dataset describes C5HN2O4 as an isolated structure at a distorted geometry. The level of theory is the ωB97M-V functional and the def2-TZVPD basis.

Output
total charge: -1
ΔE to the lowest compared entry with this formula, charge and spin: 8.899 eV
2S+1: 1
LUMO: 3.76 eV
electronic energy: -16362.9437 eV
HOMO energy: -0.174 hartree

Positions of all 12 atoms, in Å:
1 C -1.8307 -0.2321 0.0895
2 C 0.9053 0.2792 0.1865
3 C 0.5987 1.5901 0.1807
4 C -0.5208 0.3844 -0.3597
5 C -0.5739 -0.9967 -1.2866
6 N -1.9364 -1.2057 -0.7171
7 N 1.7122 -0.7027 0.6933
8 O 0.6268 2.7401 0.3569
9 O 2.7955 -0.3206 1.1739
10 O 1.3869 -1.8909 0.6249
11 O -0.5981 0.2794 -1.7605
12 H -2.5656 0.0756 0.8182

Record 10
This record from the OMol25 dataset describes a 14-piece molecular cluster, C60H104O16 overall at a distorted geometry. The level of theory is the ωB97M-V functional and the def2-TZVPD basis.

Output
total charge: 0
2S+1: 1
LUMO: -2.00 eV
electronic energy: -96657.1828 eV
HOMO energy: -0.342 hartree

Positions of all 180 atoms, in Å:
1 C -11.1749 -13.7690 20.7404
2 C -12.3259 -14.1558 20.1998
3 C -12.3651 -15.2714 19.2232
4 O -13.3940 -15.7539 18.8375
5 C -10.9860 -15.6663 18.7593
6 C -9.8144 -15.3085 19.3348
7 C -9.8577 -14.3920 20.4918
8 O -8.9006 -14.1370 21.1667
9 H -11.1555 -12.8783 21.3534
10 H -13.2954 -13.8022 20.5000
11 H -10.9917 -16.5229 18.1101
12 H -8.8656 -15.8051 19.1552
13 C -13.5592 -9.0986 20.7754
14 C -13.1116 -9.8890 21.7548
15 C -11.9517 -9.5275 22.6448
16 O -11.5146 -10.2711 23.5167
17 C -11.3695 -8.2013 22.3603
18 C -11.8234 -7.4353 21.3482
19 C -12.9271 -7.8203 20.4326
20 O -13.3098 -7.1020 19.5192
21 H -14.3686 -9.3954 20.0885
22 H -13.5365 -10.8528 21.9581
23 H -10.5715 -7.9097 23.0355
24 H -11.3158 -6.5091 21.2359
25 C -3.0753 -9.4718 23.1440
26 C -1.6596 -9.0429 23.6663
27 C -1.8386 -7.5709 23.7835
28 O -2.6734 -7.1760 22.7412
29 C -3.3993 -8.2890 22.2170
30 H -3.7862 -9.4615 23.9477
31 H -3.1812 -10.4812 22.6954
32 H -0.8239 -9.3323 22.9679
33 H -1.3933 -9.5361 24.6109
34 H -0.9448 -6.9481 23.6930
35 H -2.3263 -7.2994 24.7242
36 H -3.0277 -8.4786 21.1400
37 H -4.4660 -8.0726 22.3559
38 C -4.6666 -11.3210 26.1391
39 C -3.3344 -12.0214 26.4605
40 C -3.7316 -13.4581 26.4473
41 O -5.0075 -13.4490 27.0637
42 C -5.7336 -12.2968 26.6130
43 H -4.8600 -11.4311 25.0777
44 H -4.7466 -10.2345 26.3262
45 H -3.0548 -11.7775 27.5004
46 H -2.5141 -11.7257 25.7979
47 H -3.0892 -14.1696 27.0168
48 H -3.7221 -13.8767 25.4147
49 H -6.3885 -11.9934 27.4616
50 H -6.3780 -12.5803 25.7682
51 C -11.4022 -10.8441 18.2498
52 C -10.8012 -11.8710 17.2825
53 C -11.3134 -11.3550 15.8722
54 O -12.5382 -10.6325 16.2276
55 C -12.1985 -9.8596 17.3450
56 H -10.6296 -10.3741 18.8482
57 H -11.9875 -11.4122 18.9697
58 H -11.2942 -12.8266 17.4499
59 H -9.7412 -11.9989 17.1273
60 H -11.5956 -12.1133 15.1423
61 H -10.5600 -10.6984 15.4064
62 H -13.1308 -9.6229 17.8449
63 H -11.6416 -8.9403 17.1184
64 C -8.9946 -5.9387 17.5326
65 C -8.9201 -7.1084 16.5616
66 C -8.9160 -8.3124 17.4578
67 O -9.8929 -7.9805 18.4588
68 C -9.7890 -6.5864 18.7341
69 H -9.6231 -5.1427 17.1724
70 H -8.0630 -5.4389 17.8564
71 H -8.0089 -7.1897 15.9460
72 H -9.7443 -7.1139 15.8553
73 H -7.9941 -8.6541 17.9538
74 H -9.3498 -9.1087 16.8487
75 H -9.3123 -6.3441 19.6724
76 H -10.8200 -6.1964 18.7957
77 C -9.5706 -13.6432 24.7671
78 C -10.7340 -13.2971 25.6892
79 C -11.5497 -14.7267 25.7123
80 O -10.5848 -15.7114 25.2630
81 C -9.8431 -15.0303 24.2509
82 H -8.6234 -13.6798 25.3145
83 H -9.4929 -13.0015 23.9219
84 H -11.3626 -12.4845 25.2906
85 H -10.4075 -12.9818 26.6879
86 H -12.4197 -14.6636 25.0587
87 H -11.8230 -15.0518 26.7466
88 H -10.4500 -15.0558 23.3133
89 H -8.9034 -15.6315 24.0613
90 C -6.0718 -5.6674 23.9961
91 C -4.9739 -4.8392 23.2582
92 C -4.0932 -4.2422 24.3648
93 O -4.5986 -4.7753 25.5830
94 C -5.2879 -6.0297 25.2084
95 H -6.3691 -6.5473 23.4625
96 H -6.9431 -5.0540 24.1724
97 H -5.4202 -4.0482 22.6675
98 H -4.3745 -5.4403 22.5863
99 H -4.1599 -3.1851 24.4897
100 H -3.0378 -4.5513 24.1839
101 H -5.9570 -6.3143 25.9958
102 H -4.5539 -6.8112 25.0426
103 C -8.2010 -10.4311 25.0910
104 C -8.8146 -10.5488 26.5065
105 C -8.1249 -9.3914 27.2056
106 O -8.0239 -8.3465 26.2183
107 C -7.7498 -8.9783 24.9547
108 H -8.9783 -10.6859 24.4147
109 H -7.4072 -11.1608 24.9084
110 H -8.5703 -11.5040 26.9756
111 H -9.8886 -10.4725 26.3912
112 H -7.1598 -9.7183 27.6189
113 H -8.7001 -8.9792 28.0118
114 H -6.6804 -8.9588 24.7057
115 H -8.3147 -8.4355 24.1757
116 C -5.4976 -15.2255 22.3220
117 C -4.0523 -14.8290 22.3153
118 C -4.0345 -13.4033 22.8448
119 O -5.3309 -13.1711 23.4547
120 C -6.1364 -14.3920 23.4596
121 H -5.7211 -16.2558 22.5024
122 H -5.8868 -14.9422 21.3456
123 H -3.5361 -14.8536 21.3601
124 H -3.3906 -15.4140 22.9693
125 H -3.9355 -12.6705 22.0713
126 H -3.2021 -13.2988 23.5316
127 H -7.1650 -14.1049 23.3843
128 H -6.1402 -14.8087 24.4763
129 C -6.0023 -12.9626 19.3997
130 C -6.6239 -12.1308 18.2326
131 C -7.0002 -13.1961 17.1955
132 O -6.5567 -14.4712 17.7165
133 C -5.5009 -14.1629 18.6183
134 H -6.7788 -13.2669 20.1375
135 H -5.2021 -12.4535 19.9222
136 H -5.8987 -11.4422 17.7861
137 H -7.4592 -11.5528 18.6333
138 H -6.4373 -12.9933 16.2696
139 H -8.0343 -13.2727 16.8947
140 H -4.5911 -13.9661 18.0423
141 H -5.4095 -15.0273 19.2353
142 C -1.6444 -10.4698 19.8677
143 C -0.8058 -11.5481 19.2794
144 C -1.6563 -12.8304 19.4354
145 O -2.9001 -12.4273 19.9504
146 C -3.0676 -11.0418 19.6343
147 H -1.5310 -9.5280 19.3601
148 H -1.5177 -10.2133 20.9069
149 H 0.1200 -11.8620 19.8047
150 H -0.5773 -11.3683 18.2014
151 H -1.1733 -13.5157 20.1085
152 H -1.6872 -13.2976 18.4410
153 H -3.7548 -10.6790 20.3972
154 H -3.5371 -10.9798 18.6558
155 C -3.5236 -6.2892 19.1449
156 C -4.7973 -7.2347 19.1343
157 C -5.8771 -6.4200 19.8313
158 O -5.5329 -5.0593 19.6010
159 C -4.1210 -5.0036 19.7569
160 H -3.2425 -6.2009 18.0737
161 H -2.6765 -6.6511 19.7707
162 H -4.7151 -8.1882 19.5971
163 H -5.0060 -7.5042 18.0699
164 H -5.7862 -6.6779 20.8686
165 H -6.8386 -6.5984 19.3841
166 H -3.8945 -4.9917 20.8316
167 H -3.7896 -4.0882 19.2862
168 C -7.5416 -11.1918 21.8265
169 C -8.7047 -10.1563 21.6002
170 C -7.8734 -8.9135 21.1769
171 O -6.7112 -8.9729 21.9572
172 C -6.2171 -10.2906 21.7710
173 H -7.4837 -11.9021 21.0184
174 H -7.7376 -11.8476 22.7011
175 H -9.3019 -9.9967 22.5179
176 H -9.3561 -10.4929 20.7578
177 H -8.2962 -7.9221 21.4297
178 H -7.6129 -8.9481 20.1024
179 H -5.5660 -10.5676 22.5958
180 H -5.7623 -10.3452 20.7975

Q: Look up the electronic energy of the seventh one.
A: -14611.2210 eV